Record 1
# C48H44F12N5O2PS3SbZr

C48H44F12N5O2PS3SbZr as an isolated structure at a distorted geometry (ωB97M-V/def2-TZVPD, the OMol25 dataset).

Each line ends with the Löwdin charge.
Element x y z (Å)
Zr -0.51827 -0.38988 -0.19430  1.217
S 1.62324 -1.91504 -0.17815  0.569
C 1.28694 -3.45636 0.45210  -1.004
N 0.27760 -3.70097 1.24643  -0.029
C 0.17990 -5.03649 1.54905  -0.312
C -0.82306 -5.63277 2.30496  -0.012
C -0.80432 -7.00366 2.46615  -0.073
C 0.18853 -7.78411 1.87846  -0.075
C 1.18964 -7.20976 1.11860  -0.081
C 1.18182 -5.83604 0.96330  -0.458
S 2.27143 -4.84594 0.02812  1.074
H -1.60700 -5.02417 2.73009  0.114
H -1.57440 -7.48321 3.04998  0.108
H 0.17244 -8.85458 2.00560  0.109
H 1.94531 -7.81495 0.64530  0.113
S 1.03659 0.49351 -2.00593  0.617
C 0.32909 2.07664 -2.10719  -0.824
N 0.90758 2.91805 -2.93315  0.090
N 0.42389 4.01980 -3.42256  0.067
C -0.86223 4.35577 -3.81776  -0.225
C -1.04824 5.63494 -4.35329  -0.017
C -2.26123 5.98415 -4.90970  -0.066
C -3.30283 5.06774 -4.94635  -0.066
C -3.12438 3.80227 -4.40637  -0.063
C -1.92098 3.44313 -3.83418  -0.020
N -0.56652 2.50524 -1.21639  0.037
N -0.77489 1.79949 -0.12877  -0.187
C -1.30055 2.54935 0.92547  -0.307
C -1.63213 3.90157 0.75671  -0.017
C -2.12085 4.63148 1.81672  -0.055
C -2.29339 4.03679 3.05757  -0.060
C -1.96421 2.70165 3.23645  -0.076
C -1.46596 1.95635 2.18485  -0.096
H 1.15608 4.64790 -3.75445  0.169
H -0.22650 6.33639 -4.34088  0.116
H -2.38833 6.96446 -5.33821  0.112
H -4.24497 5.33603 -5.39673  0.110
H -3.92704 3.08178 -4.44992  0.110
H -1.77775 2.44581 -3.44522  0.089
H -1.51176 4.34785 -0.21806  0.108
H -2.36884 5.67098 1.67645  0.112
H -2.68535 4.61355 3.87824  0.112
H -2.08979 2.23887 4.20196  0.122
H -1.22195 0.91060 2.33452  0.072
C -3.46915 -2.32851 -3.72632  -0.136
C -1.94663 -2.32061 -3.80682  -0.369
P -0.90468 -2.39194 -2.25500  0.926
C 0.74155 -2.67091 -3.09854  -0.452
C 0.80997 -3.37414 -4.44761  -0.137
C -1.39841 -4.07372 -1.57725  -0.362
C -0.69818 -5.31913 -2.10791  -0.126
H -3.86389 -2.39212 -4.73994  0.082
H -3.87600 -1.42594 -3.27891  0.043
H -3.84302 -3.19441 -3.18326  0.066
H -1.61032 -1.42077 -4.33481  0.089
H -1.64440 -3.19599 -4.38775  0.072
H 1.35758 -3.22160 -2.38549  0.012
H 1.19026 -1.67828 -3.20606  -0.005
H 0.32062 -4.34194 -4.42226  0.054
H 1.86013 -3.53387 -4.68362  0.083
H 0.38196 -2.77056 -5.24254  0.070
H -2.47110 -4.18538 -1.75584  0.068
H -1.26131 -4.01974 -0.49252  0.047
H -0.99952 -5.53075 -3.13018  0.070
H -0.98571 -6.16591 -1.48661  0.081
H 0.38441 -5.23927 -2.07090  0.039
F 5.26150 5.99530 0.26314  0.073
C 4.52527 4.89609 0.49234  -0.272
C 3.28199 4.78880 -0.10191  -0.005
C 2.52120 3.65675 0.14020  -0.118
C 3.00420 2.64727 0.95915  -0.343
C 4.25214 2.78538 1.55652  -0.117
C 5.02524 3.90611 1.32223  0.013
Sb 1.77499 0.94507 1.51695  1.554
C 3.43334 -0.42175 1.72339  -0.444
C 4.53276 -0.33401 0.88091  -0.134
C 5.53869 -1.28072 0.94760  0.009
C 5.42151 -2.31939 1.85307  -0.272
F 6.37434 -3.26406 1.89702  0.073
C 4.32941 -2.43360 2.69630  0.000
C 3.32394 -1.48813 2.60834  -0.173
C 1.89121 1.72448 3.54602  -0.339
C 2.62964 1.12970 4.55446  -0.105
C 2.71769 1.71809 5.80484  0.004
C 2.05031 2.90749 6.03466  -0.272
F 2.12071 3.47836 7.24912  0.072
C 1.32465 3.53080 5.03458  0.004
C 1.26163 2.93666 3.78838  -0.134
H 2.92194 5.58659 -0.73233  0.116
H 1.54296 3.57304 -0.31286  0.069
H 4.61628 2.01133 2.21842  0.103
H 5.99618 4.02587 1.77577  0.124
H 4.59562 0.46732 0.15595  0.106
H 6.39260 -1.23571 0.29221  0.123
H 4.27265 -3.25857 3.39186  0.125
H 2.43102 -1.59627 3.21740  0.108
H 3.16426 0.21038 4.36863  0.081
H 3.30160 1.27278 6.59396  0.122
H 0.83513 4.47021 5.23525  0.121
H 0.73019 3.43675 2.98926  0.091
O -0.44470 -1.32920 1.95139  -0.260
H -0.16488 -2.32474 1.81867  0.021
H -1.22292 -1.35899 2.53228  0.085
F -3.29620 -2.13348 -0.86350  0.077
C -4.23422 -1.48053 -0.13435  -0.544
F -5.37148 -1.51716 -0.80385  0.206
F -4.37491 -2.17272 0.98812  0.204
C -3.60232 -0.09199 0.15917  -0.246
O -2.35168 -0.36030 0.56392  -0.300
C -3.54577 0.75666 -1.15098  -0.498
F -3.38579 2.05068 -0.94546  0.191
F -2.40661 0.36394 -1.84252  0.036
F -4.55074 0.59880 -1.99240  0.204
C -4.39862 0.57008 1.33280  -0.546
F -5.68869 0.25242 1.31069  0.198
F -4.31106 1.89378 1.34738  0.190
F -3.88275 0.12566 2.47842  0.179

Calculated values
- relative energy (zero: lowest compared OMol25 entry of this formula, charge and spin) (kJ/mol) = 160.99
- HOMO-LUMO gap (eV) = 5.46
- spin multiplicity = 1
- strongest force on any atom (eV/Å) = 2.86
- calculated total energy (hartree) = -5301.27501
- total charge = +1


Record 2
# C26H47N2O4S

A 2-piece molecular cluster, C26H47N2O4S overall at a distorted geometry (ωB97M-V/def2-TZVPD, the OMol25 dataset).

Each line ends with the Löwdin charge.
Element x y z (Å)
C -2.65475 -8.74093 -2.59589  -0.104
C -2.83442 -7.35087 -3.24320  -0.249
C -1.47701 -6.64654 -3.47801  -0.223
C -1.21557 -5.58941 -2.39866  -0.210
C 0.14359 -4.89872 -2.52476  -0.208
C 0.32881 -4.15081 -3.85483  -0.147
C 1.82552 -3.85581 -4.09088  -0.091
N 2.31943 -2.79843 -3.16956  -0.024
N 2.93710 -3.26975 -2.11228  0.163
C 3.40507 -2.37980 -1.28019  -0.031
C 3.22069 -1.01971 -1.49358  0.053
C 2.55171 -0.54267 -2.56790  -0.094
C 2.29490 0.91349 -2.82145  -0.118
C 2.84389 1.91354 -1.77307  -0.165
C 1.74453 2.96708 -1.46862  -0.198
C 2.30643 4.19250 -0.73308  -0.198
C 1.94179 4.26292 0.75340  -0.195
C 0.41438 4.19133 1.03209  -0.191
C 0.16918 3.42471 2.34244  -0.159
C -1.22718 2.73559 2.44195  -0.217
O -1.82036 2.43263 1.19381  -0.195
C -2.82981 3.33526 0.80613  -0.117
C 2.08663 -1.52689 -3.47739  -0.094
C 1.34626 -1.06141 -4.69008  -0.050
C -0.00299 -0.39996 -4.35242  -0.217
O -0.82317 -0.88430 -3.60568  0.087
H -2.54651 -8.59509 -1.51932  0.070
H -1.74747 -9.22339 -2.95665  0.065
H -3.51999 -9.37466 -2.77655  0.069
H -3.43289 -6.75241 -2.55383  0.100
H -3.36912 -7.43807 -4.18795  0.100
H -0.68017 -7.39479 -3.49395  0.109
H -1.51397 -6.17675 -4.46263  0.095
H -1.29194 -6.05967 -1.41638  0.118
H -2.03692 -4.87053 -2.47743  0.119
H 0.91974 -5.65496 -2.36834  0.115
H 0.25751 -4.18169 -1.70597  0.108
H -0.04074 -4.74243 -4.68754  0.113
H -0.17529 -3.19017 -3.73317  0.097
H 2.35420 -4.77671 -3.86088  0.129
H 2.05789 -3.62413 -5.12580  0.122
H 3.93907 -2.72605 -0.40815  0.136
H 3.62192 -0.33660 -0.76103  0.121
H 1.22561 1.11158 -2.92721  0.109
H 2.72981 1.16535 -3.79411  0.136
H 3.67186 2.45036 -2.23254  0.118
H 3.09580 1.46369 -0.81809  0.099
H 1.28114 3.25136 -2.41672  0.114
H 0.98651 2.43592 -0.88741  0.112
H 3.39871 4.18963 -0.80105  0.106
H 1.98913 5.10335 -1.24401  0.114
H 2.26159 5.23751 1.12981  0.112
H 2.48035 3.51308 1.33301  0.104
H -0.10465 3.75834 0.17916  0.080
H 0.03649 5.20567 1.17109  0.115
H 0.20582 4.16039 3.14737  0.097
H 0.93432 2.68695 2.57919  0.102
H -1.08427 1.78658 2.96267  0.117
H -1.87885 3.32199 3.09632  0.100
H -3.38033 3.76276 1.64916  0.086
H -3.55740 2.81217 0.18330  0.086
H -2.43641 4.16487 0.20402  0.082
H 1.19132 -1.81366 -5.45861  0.127
H 1.96042 -0.28345 -5.15037  0.129
H -0.23640 0.55350 -4.86686  0.142
C -2.37756 3.81828 8.29671  -0.218
C -2.81185 4.49961 6.99263  -0.212
C -1.53881 4.94603 6.26262  -0.218
S -0.24325 3.80830 6.77280  0.662
O 0.74148 4.53962 7.52434  -0.310
O 0.12056 2.97151 5.65532  -0.331
C -1.24896 2.86614 7.91344  -0.230
H -3.20233 3.28805 8.77014  0.117
H -2.00986 4.56781 9.00067  0.121
H -3.36017 3.78532 6.37440  0.115
H -3.47281 5.34467 7.17923  0.115
H -1.64931 4.89629 5.18166  0.087
H -1.23560 5.94853 6.55862  0.107
H -0.64190 2.55014 8.75852  0.109
H -1.63023 1.99679 7.37802  0.107

Calculated values
- HOMO-LUMO gap (eV) = 7.26
- spin multiplicity = 1
- strongest force on any atom (eV/Å) = 1.89
- calculated total energy (hartree) = -1827.22890
- total charge = +1


Record 3
# C20H26N4O2

C20H26N4O2 as an isolated structure at a distorted geometry (ωB97M-V/def2-TZVPD, the OMol25 dataset).

Each line ends with the Löwdin charge.
Element x y z (Å)
C 2.00980 4.84067 -1.17544  -0.170
C 0.66600 4.35958 -1.36033  -0.358
C -0.08445 4.56018 -0.05889  -0.190
H -0.21147 5.47631 0.27456  0.032
H -1.24578 3.95659 -0.33457  0.170
C 0.31831 3.53596 1.13754  -0.140
N 0.39505 2.11624 0.87373  -0.103
C -0.54174 1.38288 0.38280  -0.229
N -1.85640 1.61177 0.58583  0.161
C -2.57272 0.50241 0.41481  -0.152
C -4.06527 0.92551 0.61124  0.076
C -4.97725 -0.19470 0.24492  0.133
C -4.38533 -1.74195 -0.19818  -0.281
C -3.04523 -1.68040 -0.22299  -0.073
C -2.14716 -0.74605 -0.14138  -0.228
C -0.83091 -0.96475 -0.06552  0.007
C 0.11278 -0.03168 0.12267  -0.034
C 1.43508 0.38689 0.12942  -0.274
N 1.78181 1.79270 0.35864  0.164
N 2.55730 -0.26476 -0.16450  0.101
C 2.63823 -1.61374 -0.78040  -0.309
O 1.61986 -2.24790 -0.70673  0.092
C 4.11903 -1.92627 -0.84129  -0.230
H 4.05020 -2.95235 -1.23812  0.155
C 4.87453 -2.01649 0.19359  -0.392
C 6.42783 -2.49268 0.16182  -0.040
H 6.89458 -2.80024 1.10841  0.070
H 6.85586 -1.56929 -0.44604  0.117
H 6.35100 -3.48823 -0.26280  0.056
C 4.26417 -3.30924 1.36530  0.023
H 4.74895 -3.24017 2.20214  -0.023
H 4.25419 -4.25857 0.66532  0.111
H 3.21340 -3.00290 1.49692  0.055
H 4.80459 -1.36342 0.95738  0.080
H 4.60089 -1.37745 -1.52775  0.107
H 3.48207 0.42420 -0.14419  0.226
H -0.34802 -1.87814 -0.69330  0.170
H -2.67345 -2.69786 -0.32161  0.117
O -5.40573 -2.43934 -0.27528  -0.041
C -5.12594 -3.64040 -0.62500  -0.192
H -4.28226 -4.33813 0.17263  0.181
H -6.07571 -4.25938 -0.58010  0.105
H -4.59875 -3.77760 -1.65877  0.127
H -5.98651 -0.30997 0.49873  0.054
H -4.45738 1.75466 0.85003  0.003
H 1.53500 3.90246 1.31948  0.169
H -0.17778 3.57750 2.01855  0.064
H 0.62614 3.18762 -1.66736  0.143
H 0.01143 5.06513 -2.20174  0.170
H 1.87722 5.90463 -0.77953  0.112
H 2.43604 4.92108 -2.29744  0.125
H 2.56808 4.20523 -0.69638  -0.017

Calculated values
- relative energy (zero: lowest compared OMol25 entry of this formula, charge and spin) (kJ/mol) = 1795.38
- HOMO-LUMO gap (eV) = 7.09
- spin multiplicity = 1
- strongest force on any atom (eV/Å) = 15.72
- calculated total energy (hartree) = -1146.62013